[1]
Below is a cluster of 10 separate species, C11H42N18O11 in total, with properties calculated with ωB97M-V/def2-TZVPD.

## Properties
SMILES: NC(N)=O.NC(N)=O.NC(N)=O.NC(N)=O.NC(N)=O.NC(N)=O.NC(N)=O.NC(N)=O.NC(N)=O.OCCO
Energy above the lowest of the compared OMol25 structures with the same formula, charge and spin in kcal per mole: 0.0
Lowest unoccupied orbital energy in hartree: 0.018
Electronic energy in eV: -61442.7390
Strongest force on any atom in eV Å⁻¹: 4.04
Kohn-Sham gap in eV: 9.552

```
82
Properties=species:S:1:pos:R:3:forces:R:3
C -2.824 -2.057 2.840 -0.7 1.4 -0.6
O -2.483 -1.868 4.021 0.3 0.9 -0.9
N -3.241 -3.251 2.466 -0.7 -1.5 -1.2
N -2.906 -1.136 1.809 0.2 0.4 1.4
H -2.974 -3.939 3.110 0.1 -1.3 0.6
H -3.345 -3.509 1.489 0.2 0.1 0.4
H -3.467 -1.281 0.949 0.8 0.1 0.8
H -2.769 -0.195 2.153 -0.1 0.0 -0.5
C -1.397 6.185 1.079 1.7 0.1 -1.6
O -0.854 5.877 0.001 -1.0 0.5 1.1
N -1.924 7.444 1.277 0.2 -0.9 -0.6
N -1.337 5.321 2.100 0.8 -0.9 -2.3
H -2.524 7.535 2.054 -0.7 0.2 1.0
H -2.360 7.740 0.430 -0.1 0.6 -0.5
H -0.601 4.657 2.000 0.2 -0.8 -0.1
H -1.595 5.500 2.989 -1.1 1.0 3.2
C 4.557 -1.086 2.353 1.4 -2.3 1.0
O 5.286 -0.794 1.437 1.0 0.5 -1.3
N 3.594 -0.316 2.813 -3.3 1.2 0.5
N 4.796 -2.231 3.103 0.7 0.0 -0.7
H 3.270 0.372 2.142 0.2 0.1 0.2
H 2.782 -0.776 3.251 0.8 0.3 -0.1
H 4.003 -2.693 3.490 -0.5 -0.3 0.3
H 5.457 -2.862 2.649 -0.4 0.4 0.2
C 0.598 -2.877 3.069 3.2 -1.4 -2.1
O 1.401 -3.592 2.379 -1.6 0.9 1.0
N -0.129 -3.338 4.058 -0.1 -2.7 1.0
N 0.574 -1.554 2.912 0.1 0.5 0.2
H 0.005 -4.360 4.158 -0.7 1.2 0.2
H -0.948 -2.820 4.343 -0.4 -0.2 0.3
H -0.152 -1.081 3.397 -0.5 0.8 0.0
H 0.904 -1.234 2.037 0.0 0.8 -1.0
C -1.260 -4.510 -0.480 1.3 -0.8 -1.0
O -2.220 -4.842 -1.174 -0.2 0.4 0.5
N -1.069 -3.284 0.081 1.5 -1.8 0.9
N -0.155 -5.353 -0.327 -0.2 -0.1 0.8
H -1.611 -2.556 -0.208 -2.2 2.1 -1.0
H -0.129 -2.979 0.258 0.4 -0.4 0.3
H -0.263 -6.335 -0.554 -0.4 0.4 -0.2
H 0.398 -5.243 0.520 0.0 0.4 -0.2
C 1.385 4.046 -2.127 -0.6 2.3 -1.9
O 1.932 3.587 -3.163 0.1 -0.8 1.1
N 0.673 5.189 -2.243 -0.6 1.3 -1.1
N 1.409 3.598 -0.895 0.1 -1.6 3.6
H 0.599 5.625 -3.173 0.1 -0.5 1.1
H 0.295 5.656 -1.422 0.0 -0.2 -0.5
H 0.847 3.960 -0.046 1.2 -0.5 -2.5
H 2.060 2.806 -0.704 -0.7 0.7 -0.2
C 0.040 1.374 0.604 1.0 -0.1 0.9
O 0.398 2.158 1.510 -0.4 -0.8 -1.0
N 0.838 0.296 0.201 -0.4 -0.5 -1.0
N -1.152 1.426 -0.001 0.0 0.7 0.9
H 0.601 -0.093 -0.742 -0.1 0.5 1.4
H 1.829 0.518 0.162 -0.1 0.2 0.3
H -1.392 0.835 -0.765 -0.1 -0.3 -0.6
H -1.775 2.114 0.350 -0.4 0.4 0.0
C 4.141 1.538 -1.191 0.7 0.8 -3.0
O 2.984 1.500 -0.787 0.5 -0.8 1.3
N 4.456 2.505 -2.143 3.0 -1.3 -0.5
N 5.104 0.614 -0.950 0.0 0.8 -0.4
H 5.264 2.288 -2.803 -1.5 0.4 1.6
H 3.717 2.954 -2.632 -1.3 0.4 -0.2
H 5.080 0.169 -0.062 -0.2 -0.8 1.1
H 6.045 0.820 -1.248 -0.1 0.2 -0.1
C -0.335 -0.219 -3.027 0.8 0.3 -2.4
O -1.156 -0.194 -2.137 -1.7 -0.9 1.6
N -0.164 -1.309 -3.833 -1.5 -0.4 1.5
N 0.333 0.895 -3.352 1.1 2.6 1.0
H 0.520 -1.432 -4.513 1.2 0.3 -1.1
H -0.836 -2.070 -3.742 0.1 0.3 0.2
H 0.332 1.811 -2.761 -0.1 -2.6 -1.3
H 1.106 0.843 -3.992 0.0 0.2 -0.1
C -3.891 -1.993 -3.280 0.4 -1.2 2.5
C -4.447 -1.921 -1.811 3.0 1.1 -1.5
O -3.390 -1.299 -1.015 -0.5 -0.3 -0.8
O -2.819 -2.921 -3.494 0.4 0.5 0.0
H -3.557 -1.013 -3.590 0.1 0.2 -0.1
H -4.728 -2.304 -3.802 -1.6 -0.5 -1.8
H -4.645 -2.889 -1.417 -0.2 -0.9 0.3
H -5.348 -1.335 -1.879 -0.3 0.5 0.4
H -2.646 -1.122 -1.656 -0.6 0.1 1.0
H -2.794 -3.694 -2.902 -0.4 0.4 0.3
```
Forces are in eV/Å.

***

[2]
Below is a cluster of 10 separate species, C11H42O11 in total, with properties calculated with ωB97M-V/def2-TZVPD.

## Properties
SMILES: OCCO.CO.CO.CO.CO.CO.CO.CO.CO.CO
Energy above the lowest of the compared OMol25 structures with the same formula, charge and spin in kcal per mole: 101.1
Lowest unoccupied orbital energy in hartree: 0.004
Electronic energy in eV: -34603.3908
Strongest force on any atom in eV Å⁻¹: 3.27
Kohn-Sham gap in eV: 10.091

```
64
Properties=species:S:1:pos:R:3:forces:R:3
C -4.963 -1.680 -0.677 -2.3 -1.1 0.4
O -5.833 -1.669 0.486 0.6 0.2 0.4
H -4.328 -0.796 -0.738 0.0 -0.3 -0.1
H -4.492 -2.654 -0.810 0.7 0.3 0.3
H -5.782 -1.760 -1.392 0.7 0.9 -1.1
H -5.552 -2.291 1.161 0.3 0.1 -0.1
C 4.668 1.622 -4.188 2.6 0.7 0.3
O 3.546 0.901 -4.052 -2.9 -1.4 -0.1
H 5.479 1.139 -3.643 0.5 0.0 0.1
H 4.966 1.609 -5.236 -0.1 0.3 0.0
H 4.620 2.635 -3.789 -0.2 0.4 -0.3
H 3.215 0.878 -3.151 0.1 0.1 0.1
C -1.283 -1.876 5.229 1.3 0.6 0.7
O -1.873 -2.723 4.306 -0.7 -0.8 -0.5
H -0.203 -2.023 5.223 0.1 -0.1 -0.3
H -1.452 -0.830 4.975 -0.2 0.2 0.3
H -1.569 -2.110 6.255 -0.3 0.2 0.1
H -2.767 -2.857 4.628 -0.1 -0.2 -0.3
C -0.269 -3.522 -3.877 0.7 0.8 -1.6
O -1.083 -3.769 -5.071 0.4 -0.4 1.4
H -0.716 -2.940 -3.071 -0.6 -0.6 0.1
H 0.247 -4.437 -3.586 -0.9 -0.2 0.2
H 0.583 -2.904 -4.158 0.1 0.3 -0.3
H -1.513 -2.972 -5.389 0.2 0.2 0.3
C -3.770 2.533 0.935 0.1 1.9 0.3
O -4.219 3.210 2.094 -0.6 0.0 1.4
H -3.229 3.257 0.327 0.1 -0.2 -0.4
H -3.061 1.756 1.222 -0.5 -0.5 -0.3
H -4.717 2.319 0.439 0.5 -1.0 -0.3
H -3.823 4.059 2.304 0.4 -0.2 -0.5
C -0.563 3.350 4.596 0.3 0.1 -0.3
O -0.481 4.588 5.340 -0.1 -0.8 -0.9
H -0.693 3.524 3.527 -0.2 0.8 0.0
H 0.371 2.786 4.591 0.2 0.0 0.7
H -1.383 2.673 4.834 -0.1 0.2 0.6
H -0.778 4.481 6.247 0.0 -0.4 -0.1
C 3.604 -3.323 -1.499 1.2 1.5 0.3
O 4.388 -4.478 -1.452 -0.3 -1.7 0.5
H 4.010 -2.632 -0.762 0.3 0.7 -0.2
H 3.766 -2.945 -2.509 -1.0 0.7 0.1
H 2.581 -3.353 -1.123 -0.2 -1.2 -0.8
H 5.260 -4.265 -1.792 -0.1 0.1 0.0
C 0.366 -0.473 0.407 -0.6 0.9 -0.2
O 1.173 0.403 -0.406 0.0 -0.8 0.4
H 0.916 -1.381 0.656 0.0 0.2 -0.2
H -0.017 0.005 1.309 0.7 0.2 0.4
H -0.583 -0.706 -0.075 0.1 -0.5 -0.6
H 0.863 1.311 -0.364 -0.2 0.0 0.2
C -1.293 -6.007 0.022 1.5 -0.2 0.5
O -0.308 -5.061 0.501 -0.8 0.4 -0.3
H -2.057 -6.196 0.777 0.0 -0.1 -0.1
H -1.760 -5.784 -0.938 0.1 0.5 0.0
H -0.631 -6.861 -0.114 -0.7 -0.6 -0.1
H -0.689 -4.553 1.221 0.0 0.1 0.0
C 2.945 5.230 -0.577 0.3 -1.9 -0.5
C 1.670 5.357 -1.374 -0.6 1.3 1.0
O 0.710 4.379 -0.909 0.8 0.3 -0.6
O 3.909 6.167 -0.959 -0.1 0.9 -0.4
H 3.302 4.241 -0.865 0.3 -0.5 0.4
H 2.769 5.219 0.499 -0.3 0.2 0.0
H 1.826 5.345 -2.453 0.2 -0.4 0.0
H 1.285 6.347 -1.129 -0.3 0.3 -0.2
H -0.040 4.514 -1.492 -0.3 -0.2 0.1
H 4.731 5.995 -0.494 -0.1 -0.1 0.0
```
Forces are in eV/Å.

***

[3]
Below is a structure of composition C11H43ClFN15O10P2SSi2, with properties calculated with ωB97M-V/def2-TZVPD.

## Properties
Lowest unoccupied orbital energy in hartree: 0.004
Electronic energy in eV: -115353.9883
Strongest force on any atom in eV Å⁻¹: 1.20
Kohn-Sham gap in eV: 8.666

```
86
Properties=species:S:1:pos:R:3:forces:R:3
C 3.168 -0.429 1.906 0.2 0.4 0.0
P 1.631 -1.064 1.090 0.1 -0.4 0.1
C 2.183 -1.436 -0.641 0.1 0.3 -0.4
Si 0.430 0.802 0.867 0.4 -0.3 0.5
S -0.908 0.888 2.528 -0.3 0.2 0.2
O 1.335 2.214 1.018 -0.3 0.0 -0.9
Si 1.324 3.278 -0.254 0.1 0.1 0.2
Cl 1.557 2.314 -2.069 0.0 0.1 0.1
C 2.590 4.615 0.062 0.2 0.2 0.5
C 4.066 4.172 0.080 0.0 0.6 0.4
F 4.264 3.007 -0.640 0.0 -0.3 -0.2
P -0.706 4.267 -0.300 -0.8 0.2 0.0
N -1.080 4.928 1.057 0.3 -0.2 -0.7
O -0.620 5.361 -1.522 0.1 -0.5 0.9
O -1.866 3.249 -0.827 0.7 0.9 0.5
H 3.890 -1.263 1.977 -0.3 0.4 0.0
H 2.925 -0.094 2.929 0.2 -0.2 -0.4
H 3.651 0.413 1.368 -0.3 -0.5 0.2
H 3.127 -2.006 -0.595 -0.4 0.1 0.0
H 1.404 -2.052 -1.118 0.4 0.2 0.1
H 2.356 -0.540 -1.261 0.0 -0.4 0.2
H -0.318 0.851 -0.397 0.0 0.0 0.0
H -1.190 -0.424 2.641 0.3 0.1 0.0
H 2.331 4.968 1.086 0.1 -0.1 -0.6
H 2.408 5.467 -0.615 0.1 -0.4 0.2
H 4.405 3.960 1.108 -0.2 0.1 -0.3
H 4.732 4.936 -0.355 -0.3 -0.2 0.2
H -0.418 4.749 1.801 -0.1 0.0 0.0
H -1.059 5.055 -2.315 -0.2 -0.1 -0.4
H -1.621 2.545 -1.447 0.1 -0.4 -0.3
C -3.079 0.441 -1.711 -0.4 -0.1 0.2
O -1.969 0.765 -2.128 0.1 0.2 -0.1
N -3.405 0.451 -0.393 0.3 -0.1 -0.2
N -4.063 0.036 -2.565 0.1 -0.2 -0.1
H -4.308 0.201 -0.040 0.0 0.0 0.0
H -2.686 0.728 0.255 -0.1 0.1 0.1
H -3.855 0.050 -3.549 -0.1 0.2 0.0
H -4.978 -0.249 -2.269 0.0 0.0 0.0
C -3.883 -3.845 -3.794 -0.1 0.0 -0.1
O -5.055 -3.473 -3.833 0.1 0.1 0.0
N -2.871 -2.974 -3.493 0.0 0.1 -0.2
N -3.482 -5.102 -4.091 0.0 0.1 0.1
H -1.905 -3.246 -3.456 0.0 -0.1 0.1
H -3.137 -2.026 -3.292 0.1 0.0 0.3
H -4.186 -5.771 -4.339 0.0 0.0 0.1
H -2.498 -5.346 -4.093 -0.1 -0.2 -0.2
C -3.985 -1.290 -6.984 0.1 0.1 -0.2
O -4.015 -0.644 -8.019 0.0 0.0 0.0
N -2.814 -1.810 -6.497 0.0 -0.1 0.0
N -5.095 -1.546 -6.238 -0.1 0.2 0.1
H -2.745 -2.331 -5.640 0.0 0.1 0.0
H -1.987 -1.626 -7.033 0.0 0.0 0.0
H -5.959 -1.176 -6.589 0.0 0.0 0.0
H -5.103 -2.099 -5.394 0.0 -0.2 0.0
C -0.492 -5.399 -6.084 0.1 0.1 -0.2
O -0.789 -5.579 -4.910 0.1 0.0 0.4
N 0.800 -5.452 -6.508 0.0 0.0 0.0
N -1.423 -5.125 -7.033 -0.1 0.0 -0.1
H 1.072 -5.311 -7.462 0.0 0.0 0.0
H 1.502 -5.652 -5.821 0.0 0.0 0.0
H -2.385 -5.066 -6.748 0.0 0.1 0.0
H -1.193 -4.953 -7.992 0.0 0.0 0.0
C 4.789 1.519 5.501 -0.1 -0.1 -0.1
O 4.327 0.572 4.880 0.0 0.0 0.2
N 5.123 1.442 6.820 0.0 0.0 0.1
N 4.989 2.735 4.914 0.0 0.1 0.0
H 5.507 2.209 7.340 0.0 0.0 0.0
H 4.981 0.563 7.283 0.0 0.0 0.0
H 4.753 2.816 3.943 0.0 0.0 0.0
H 5.361 3.530 5.398 0.0 0.0 0.0
C -0.099 2.683 6.758 -0.1 0.1 0.1
O -0.265 2.937 7.938 0.0 0.0 -0.1
N 1.158 2.535 6.219 0.2 -0.2 -0.1
N -1.108 2.515 5.865 0.0 0.2 -0.1
H 1.328 2.348 5.247 0.0 0.1 0.0
H 1.934 2.643 6.842 0.1 0.0 0.0
H -2.049 2.604 6.197 0.0 -0.1 0.0
H -0.934 2.276 4.905 -0.1 -0.1 0.0
C 0.258 -1.633 5.611 -0.1 0.0 -0.2
O -0.917 -1.310 5.684 0.0 0.0 0.0
N 1.276 -0.742 5.757 0.1 0.1 0.1
N 0.642 -2.922 5.350 0.0 0.0 0.1
H 2.247 -0.981 5.668 0.1 0.0 -0.1
H 1.036 0.216 5.943 0.0 0.0 0.1
H -0.084 -3.600 5.219 0.0 0.0 0.0
H 1.600 -3.206 5.276 0.0 0.0 0.0
```
Forces are in eV/Å.

***

[4]
Below is a cluster of 11 separate species, C11H44N10O11 in total, with properties calculated with ωB97M-V/def2-TZVPD.

## Properties
SMILES: NC(N)=O.NC(N)=O.NC(N)=O.NC(N)=O.NC(N)=O.CO.CO.CO.CO.CO.CO
Energy above the lowest of the compared OMol25 structures with the same formula, charge and spin in kcal per mole: 199.8
Lowest unoccupied orbital energy in hartree: -0.009
Electronic energy in eV: -49539.3992
Strongest force on any atom in eV Å⁻¹: 9.49
Kohn-Sham gap in eV: 8.724

```
76
Properties=species:S:1:pos:R:3:forces:R:3
C 0.217 -0.309 0.179 -6.2 -3.3 3.0
O -1.056 -0.228 0.768 6.1 0.8 -2.6
N 0.919 0.688 -0.259 2.7 2.3 -0.5
N 0.741 -1.502 -0.044 -0.6 -3.0 0.7
H 0.509 1.526 0.066 0.1 1.7 0.4
H 2.006 0.605 -0.323 -2.6 0.3 0.3
H 0.182 -2.376 0.416 1.5 2.0 -1.2
H 1.696 -1.657 -0.517 -1.6 0.7 1.4
C 0.825 -0.819 -3.729 -1.7 -0.7 -9.3
O 0.738 -1.003 -5.056 0.7 1.5 5.8
N 0.706 -1.817 -2.941 -1.6 -6.7 2.9
N 0.953 0.318 -3.102 0.4 3.5 1.4
H 0.251 -2.694 -3.276 0.9 1.2 -0.4
H 0.546 -1.807 -1.921 -0.2 0.9 -0.7
H 0.751 1.137 -3.662 0.2 0.0 0.2
H 0.760 0.346 -2.071 -0.5 0.4 -1.3
C 3.790 -0.774 -1.097 3.6 -0.5 4.3
O 4.751 -0.963 -0.158 -4.2 1.7 -4.8
N 3.342 0.397 -1.575 0.2 0.3 -0.3
N 2.977 -1.749 -1.463 0.0 -3.9 -1.0
H 3.945 1.128 -1.303 0.4 1.4 -0.3
H 2.485 0.460 -2.222 2.1 0.1 0.6
H 3.213 -2.676 -1.077 0.2 0.6 -0.4
H 2.374 -1.792 -2.332 1.2 0.2 1.0
C -4.366 0.261 0.668 -7.9 -4.5 -2.5
O -5.393 -0.717 0.666 5.5 5.0 0.0
N -3.567 0.469 1.629 3.7 -0.5 4.9
N -4.222 1.198 -0.276 -2.3 0.1 -3.1
H -3.555 -0.191 2.421 -0.1 0.6 -0.9
H -2.706 1.008 1.434 -0.7 -0.6 0.4
H -4.959 1.247 -1.036 1.7 -0.3 1.4
H -3.369 1.728 -0.362 -0.6 -0.2 0.2
C -1.714 -3.562 0.449 -5.9 -6.0 -4.4
O -2.145 -4.642 -0.376 3.0 5.8 3.8
N -0.602 -3.552 1.117 4.5 -0.3 2.9
N -2.526 -2.552 0.721 -2.0 0.5 -0.7
H 0.072 -4.337 1.080 -1.2 0.5 0.0
H -0.554 -2.939 1.978 -0.1 -1.0 -0.9
H -3.390 -2.489 0.144 0.7 0.0 0.9
H -2.300 -1.759 1.331 0.2 -0.6 -0.9
C -2.559 -0.767 -2.569 1.6 0.2 0.5
O -2.939 -1.954 -1.970 -2.2 -0.4 -1.1
H -1.753 -1.020 -3.269 0.7 0.7 0.4
H -2.371 -0.065 -1.727 0.5 0.1 -1.0
H -3.230 -0.344 -3.249 -2.0 0.4 -0.5
H -2.205 -2.137 -1.433 1.2 -1.0 1.3
C 0.371 -0.788 3.605 1.5 1.5 1.0
O -0.584 -1.743 3.434 -2.7 -1.2 0.1
H 0.732 -0.410 2.663 0.2 0.0 -0.4
H 1.201 -1.187 4.201 0.0 0.0 -0.3
H 0.024 0.076 4.167 -0.3 0.2 0.1
H -1.474 -1.413 3.700 1.2 -0.4 -0.3
C 1.909 2.269 2.606 -1.0 0.8 0.5
O 0.716 2.719 1.928 2.2 0.2 -0.9
H 2.414 1.380 2.299 -0.2 -1.0 -1.1
H 1.680 2.079 3.637 0.0 0.2 0.8
H 2.646 3.047 2.533 0.2 0.6 0.1
H -0.056 2.341 2.297 -1.1 -0.8 0.6
C -1.877 2.879 -1.158 -0.8 -1.4 -0.2
O -1.848 2.975 0.269 -0.1 0.9 -0.2
H -1.204 3.439 -1.733 1.4 1.5 -0.1
H -2.851 3.147 -1.600 0.1 -0.4 0.3
H -1.584 1.837 -1.407 -0.6 0.4 0.3
H -2.145 3.866 0.551 0.2 -0.7 -0.4
C 0.825 4.619 -0.683 -1.3 3.3 0.6
O 0.559 5.424 -1.846 -0.1 -0.2 -0.1
H 1.088 3.670 -0.965 0.4 -2.6 -0.6
H -0.067 4.657 -0.005 1.0 -0.3 -0.6
H 1.667 5.092 -0.216 0.4 -0.1 0.9
H 1.304 6.026 -1.953 -0.3 -0.1 -0.1
C 2.915 -2.249 2.354 0.4 -1.3 0.9
O 4.132 -2.686 1.764 -1.4 -2.0 2.0
H 2.844 -2.526 3.446 0.2 0.1 -1.1
H 2.092 -2.724 1.818 -0.3 0.2 0.2
H 2.840 -1.180 2.294 -0.2 0.6 -0.1
H 4.431 -1.940 1.319 1.4 1.9 -1.8
```
Forces are in eV/Å.